# C5H9N3

A cluster of 2 separate species, C5H9N3 in total at a distorted geometry (the ωB97M-V functional and the def2-TZVPD basis, the Open Molecules 2025 dataset).

Each line ends with the Löwdin charge.
Positions of all 17 atoms, in Å:
C1 2.53691 -0.26121 0.55872  -0.073
C2 -0.49512 1.26587 -0.43946  -0.052
C3 -1.19953 0.00191 0.14575  -0.534
C4 -1.06939 -0.95604 -1.03614  -0.092
C5 -0.00504 -0.84223 -0.19649  -0.291
H1 2.90817 -1.16642 0.35395  0.016
H2 2.37938 -0.56223 1.68047  0.099
H3 2.99025 0.82433 0.37617  0.143
H4 -1.00138 2.11247 -0.79278  0.091
H5 -1.28987 -0.38830 2.18896  0.241
H6 -2.80063 -0.31474 0.75696  0.114
H7 -1.11973 -0.53391 -1.95286  0.068
H8 -1.50523 -2.05391 -1.16062  0.158
H9 0.06348 -1.82620 0.52543  0.189
N1 1.31053 -0.13932 -0.16047  -0.168
N2 0.80529 1.09861 -0.50698  0.039
N3 -2.00601 0.27772 1.21460  0.054

Force components x, y, z for each atom (eV/Å):
-2.3496 3.7381 2.8830
2.5089 -3.3517 1.1454
4.5752 2.5809 -4.4145
-4.5015 -3.9576 -1.8860
5.5337 -4.6919 8.9906
2.8004 -2.7734 -2.1392
-0.1199 1.7265 -1.0258
-0.1156 -2.9190 0.5654
-0.2491 1.2871 -0.2282
-3.6024 2.2067 -3.2591
0.5158 0.8479 2.9654
-0.1211 1.5081 -2.8191
0.6342 2.2848 0.7702
-0.0556 2.1845 -1.6626
-5.5945 0.8987 -2.9662
0.5437 3.0383 -0.0400
-0.4026 -4.6080 3.1208

Calculated values
* multiplicity: 1
* ΔE to the lowest compared entry with this formula, charge and spin: 184.6 kcal/mol
* calculated total energy: -359.9031 Ha
* gap between HOMO and LUMO: 8.552 eV